No. 1
Below is a structure of composition C21H20F9MoN3O10P2, with properties calculated with ωB97M-V/def2-TZVPD.

XYZ file:
```
66
C21H20F9MoN3O10P2, DFT ωB97M-V/def2-TZVPD
Mo 0.15 0.10 -0.11
C -3.33 1.58 1.77
O -2.93 1.31 3.11
C -1.64 1.32 3.45
C -1.37 1.56 4.81
C -0.08 1.72 5.28
C 0.99 1.68 4.41
C 0.77 1.38 3.06
C 1.87 1.31 2.17
N 1.81 0.94 0.92
N 3.00 0.89 0.26
C 2.85 0.37 -0.91
O 1.59 0.01 -1.23
C 3.93 0.10 -1.83
C 3.64 -0.29 -3.14
C 4.66 -0.58 -4.02
C 5.98 -0.50 -3.59
C 6.28 -0.11 -2.29
C 5.26 0.20 -1.41
C -0.55 1.14 2.60
O -0.64 0.71 1.31
H -4.39 1.80 1.82
H -2.79 2.45 1.38
H -3.16 0.72 1.13
H -2.22 1.64 5.47
H 0.08 1.91 6.33
H 2.00 1.86 4.75
H 2.85 1.57 2.55
H 2.60 -0.33 -3.46
H 4.44 -0.86 -5.04
H 6.78 -0.74 -4.28
H 7.31 -0.03 -1.97
H 5.48 0.51 -0.39
N -0.24 -4.30 -0.37
C -1.23 -3.32 0.21
C -2.41 -4.07 0.82
P -0.35 -2.42 1.57
O 0.51 -3.66 2.11
O -1.15 -1.72 2.57
O 0.70 -1.49 0.83
P -1.82 -2.19 -1.26
O -4.01 -1.53 -0.11
O -0.54 -1.27 -1.34
O -2.67 -1.10 -0.34
H 0.24 -4.80 0.39
H 0.48 -3.81 -0.92
H -0.70 -4.98 -0.97
H -2.09 -4.77 1.59
H -2.97 -4.62 0.06
H -3.09 -3.36 1.28
H 0.70 -3.64 3.07
H -4.53 -1.00 -0.73
F -3.10 2.34 -1.45
C -2.06 3.11 -1.83
F -2.45 3.87 -2.83
F -1.71 3.86 -0.79
C -0.85 2.19 -2.20
O -0.63 1.40 -1.07
C -1.18 1.28 -3.42
F -2.25 0.52 -3.13
F -0.17 0.46 -3.68
F -1.45 2.00 -4.50
C 0.43 3.09 -2.44
F 0.10 4.29 -2.86
F 1.26 2.54 -3.33
F 1.10 3.21 -1.28
```

HOMO = -14.0 eV
Charge = +2
E_LUMO = -8.5 eV

These are the Mulliken partial charges, in e, on atoms 1 to 6:
1. Mo 1.166
2. C -0.402
3. O -0.453
4. C -0.248
5. C -0.553
6. C -0.939

***

No. 2
Below is an isolated molecule of C21H20N2O4, with properties calculated with ωB97M-V/def2-TZVPD.

XYZ file:
```
47
C21H20N2O4, DFT ωB97M-V/def2-TZVPD
O -2.17 1.88 -3.55
O -7.52 -3.30 -3.56
O -4.06 -4.29 -3.11
O 5.49 1.32 4.82
C -1.74 0.93 -2.90
C -6.33 -3.23 -3.46
C -0.71 1.27 -2.00
C -0.64 0.73 -0.75
C -2.17 -2.82 -2.79
C -1.56 -1.58 -2.77
C 0.53 0.41 1.43
C 1.40 2.01 -0.09
C -3.73 -0.58 -3.36
C 1.57 0.65 2.33
C 2.39 2.32 0.82
C -3.54 -2.99 -3.15
C -2.35 -0.42 -3.02
C 0.41 1.07 0.21
C -4.33 -1.84 -3.38
C 2.49 1.69 2.06
N -5.70 -2.02 -3.59
N 3.53 2.06 2.94
C -5.49 -4.49 -3.16
C 5.66 1.03 3.40
C 4.07 1.27 5.20
C 4.95 2.11 2.55
C 3.26 2.28 4.40
H -0.04 2.05 -2.32
H -1.37 -0.04 -0.46
H -1.61 -3.69 -2.50
H -0.52 -1.46 -2.49
H -0.23 -0.32 1.72
H 1.45 2.55 -1.02
H -4.35 0.29 -3.57
H 1.68 0.13 3.27
H 3.13 3.07 0.55
H -6.33 -1.27 -3.76
H -5.81 -4.86 -2.16
H -5.71 -5.25 -3.89
H 5.20 0.06 3.13
H 6.71 0.96 3.08
H 3.98 1.47 6.29
H 3.74 0.27 5.00
H 5.13 1.96 1.47
H 5.41 3.09 2.78
H 3.60 3.27 4.66
H 2.23 2.25 4.68
```

HOMO = -7.8 eV
SMILES = O=C1COc2ccc(C(=O)/C=C/c3ccc(N4CCOCC4)cc3)cc2N1
Charge = 0
E_LUMO = -0.2 eV

These are the Mulliken partial charges, in e, on atoms 1 to 6:
1. O -0.627
2. O -0.621
3. O -0.487
4. O -0.408
5. C 0.056
6. C 0.329

***

No. 3
Below is an isolated molecule of C21H20N4O2S, with properties calculated with ωB97M-V/def2-TZVPD.

XYZ file:
```
48
C21H20N4O2S, DFT ωB97M-V/def2-TZVPD
O -4.81 -1.92 0.23
C -5.18 -0.78 0.11
N -4.36 0.30 -0.04
C -2.96 0.34 -0.07
C -2.35 1.57 -0.32
C -0.97 1.67 -0.36
C -0.16 0.56 -0.14
C -0.78 -0.66 0.11
C -2.16 -0.77 0.14
H -2.62 -1.73 0.33
H -0.20 -1.55 0.30
N 1.23 0.69 -0.24
C 2.06 -0.49 -0.34
H 1.54 -1.24 -0.93
C 3.36 -0.10 -1.06
N 4.02 0.97 -0.36
C 5.24 0.95 0.23
O 5.72 1.93 0.76
C 5.97 -0.34 0.20
C 5.61 -1.56 0.71
C 6.64 -2.52 0.61
C 7.77 -2.02 0.04
S 7.60 -0.36 -0.37
H 8.69 -2.52 -0.16
H 6.54 -3.53 0.96
H 4.66 -1.76 1.15
C 3.18 2.14 -0.24
C 1.89 1.76 0.49
H 1.24 2.62 0.57
H 2.15 1.42 1.51
H 3.74 2.90 0.32
H 2.95 2.52 -1.24
H 4.02 -0.97 -1.14
H 3.11 0.25 -2.06
H 2.30 -0.90 0.65
H -0.53 2.63 -0.58
H -2.95 2.45 -0.49
H -4.80 1.20 -0.20
C -6.63 -0.42 0.09
C -7.15 0.74 0.67
C -8.52 0.95 0.62
C -9.31 0.00 0.00
N -8.83 -1.11 -0.54
C -7.53 -1.31 -0.49
H -7.17 -2.23 -0.92
H -10.39 0.13 -0.07
H -8.96 1.84 1.06
H -6.51 1.45 1.17
```

HOMO = -7.7 eV
SMILES = O=C(Nc1ccc(N2CCN(C(=O)c3cccs3)CC2)cc1)c1cccnc1
Charge = 0
E_LUMO = 0.4 eV

These are the Mulliken partial charges, in e, on atoms 1 to 6:
1. O -0.639
2. C 0.708
3. N -0.212
4. C 0.869
5. C -0.822
6. C -0.574

***

No. 4
Below is an isolated molecule of C21H20N6O4, with properties calculated with ωB97M-V/def2-TZVPD.

XYZ file:
```
51
C21H20N6O4, DFT ωB97M-V/def2-TZVPD
C 0.49 2.48 0.33
C 1.48 2.09 1.42
O 2.36 1.06 1.01
C 3.41 1.33 0.18
C 3.80 2.58 -0.29
C 4.87 2.68 -1.16
C 5.56 1.56 -1.58
C 5.20 0.31 -1.10
C 4.14 0.19 -0.22
N 3.71 -1.03 0.31
C 3.62 -2.21 -0.32
O 4.12 -2.50 -1.39
C 2.71 -3.20 0.44
N 1.37 -2.64 0.50
C 0.54 -2.81 -0.55
N -0.64 -2.30 -0.69
C -1.03 -1.54 0.35
N -2.17 -0.83 0.54
N -2.08 -0.20 1.74
N -0.98 -0.46 2.30
C -0.27 -1.29 1.50
C 1.04 -1.85 1.64
O 1.85 -1.71 2.53
C -3.30 -0.69 -0.27
C -3.37 -1.33 -1.50
C -4.51 -1.16 -2.27
C -5.56 -0.39 -1.82
C -5.49 0.25 -0.58
C -4.35 0.09 0.20
H -4.24 0.56 1.17
O -6.57 0.98 -0.23
C -6.56 1.64 1.02
H -7.51 2.16 1.09
H -6.47 0.93 1.85
H -5.75 2.37 1.08
H -6.45 -0.26 -2.41
H -4.58 -1.65 -3.23
H -2.54 -1.93 -1.85
H 0.91 -3.42 -1.37
H 3.07 -3.32 1.47
H 2.70 -4.16 -0.07
H 3.22 -0.93 1.20
H 5.72 -0.58 -1.42
H 6.39 1.66 -2.26
H 5.16 3.66 -1.52
H 3.27 3.47 0.01
H 2.04 2.96 1.77
H 0.94 1.65 2.27
H -0.20 3.22 0.71
H 1.01 2.88 -0.54
H -0.07 1.60 0.01
```

HOMO = -8.4 eV
SMILES = CCOc1ccccc1NC(=O)Cn1cnc2c(nnn2-c2cccc(OC)c2)c1=O
Charge = 0
E_LUMO = 0.0 eV

These are the Mulliken partial charges, in e, on atoms 1 to 6:
1. C -1.008
2. C -0.634
3. O -0.316
4. C 1.171
5. C -0.804
6. C -0.758

***

No. 5
Below is a structure of composition C21H21AsN2OPdS2, with properties calculated with ωB97M-V/def2-TZVPD.

XYZ file:
```
49
C21H21AsN2OPdS2, DFT ωB97M-V/def2-TZVPD
Pd -0.11 0.19 0.17
S 0.84 -2.04 0.75
C 2.22 -1.10 0.48
N 2.17 0.19 0.23
C 3.40 0.75 0.08
C 3.69 2.08 -0.20
C 5.01 2.49 -0.26
C 6.05 1.59 -0.05
C 5.78 0.25 0.19
C 4.47 -0.16 0.25
S 3.85 -1.76 0.56
H 2.88 2.78 -0.37
H 5.24 3.52 -0.47
H 7.07 1.94 -0.08
H 6.57 -0.46 0.34
C -0.04 4.79 -0.56
C -0.71 4.87 -1.78
C -0.98 3.70 -2.46
C -0.61 2.47 -1.92
N -0.01 2.41 -0.71
C 0.29 3.54 -0.08
C -0.84 1.19 -2.59
C -1.06 1.10 -3.97
C -1.25 -0.12 -4.57
C -1.23 -1.29 -3.82
C -1.00 -1.22 -2.45
C -0.82 0.00 -1.83
H 0.23 5.68 -0.01
H -1.01 5.83 -2.17
H -1.49 3.75 -3.41
H 0.83 3.45 0.86
H -1.04 1.99 -4.58
H -1.41 -0.18 -5.64
H -1.37 -2.24 -4.30
H -0.97 -2.14 -1.86
C -2.77 2.43 1.07
As -1.88 1.10 2.20
C -2.92 1.11 3.87
C -0.05 1.53 2.80
O -1.99 -0.36 1.50
H -2.51 3.45 1.33
H -3.84 2.27 1.21
H -2.52 2.22 0.03
H -2.97 2.10 4.31
H -2.45 0.42 4.58
H -3.93 0.74 3.66
H 0.07 2.59 3.02
H 0.66 1.22 2.02
H 0.13 0.95 3.71
```

⟨S²⟩ = 2.01
HOMO (spin up / spin down) = -7.0 / -7.3 eV
Charge = 0
Multiplicity = 3
E_LUMO (spin up / spin down) = 0.2 / 0.0 eV

These are the Mulliken partial charges, in e, on atoms 1 to 6:
1. Pd -0.748
2. S -0.324
3. C 0.543
4. N -0.088
5. C -0.732
6. C -0.072

***

No. 6
Below is a structure of composition C21H21AuF4N5O3S, with properties calculated with ωB97M-V/def2-TZVPD.

XYZ file:
```
56
C21H21AuF4N5O3S, DFT ωB97M-V/def2-TZVPD
Au -0.52 -0.66 -1.06
C -2.46 -3.29 -1.85
C -1.07 -3.23 -2.44
N -0.64 -1.86 -2.86
C -1.56 -1.27 -3.86
C -1.79 -2.09 -5.12
C 0.76 -1.97 -3.37
C 1.38 -0.64 -3.78
N 1.18 0.34 -2.73
C 1.68 1.57 -2.83
C 1.43 2.48 -1.75
F 0.72 2.06 -0.71
C 1.92 3.76 -1.75
F 1.66 4.55 -0.71
C 2.67 4.24 -2.81
C 2.92 3.40 -3.88
F 3.64 3.84 -4.91
C 2.45 2.11 -3.91
F 2.72 1.36 -4.98
H -2.64 -4.29 -1.45
H -3.24 -3.08 -2.58
H -2.56 -2.57 -1.02
H -1.00 -3.89 -3.31
H -0.33 -3.57 -1.71
H -1.17 -0.28 -4.12
H -2.51 -1.09 -3.35
H -0.86 -2.37 -5.62
H -2.37 -1.50 -5.83
H -2.36 -3.00 -4.93
H 0.80 -2.64 -4.23
H 1.34 -2.43 -2.57
H 0.92 -0.29 -4.71
H 2.43 -0.80 -4.00
H 3.05 5.25 -2.81
O 2.38 0.52 8.64
S 1.40 -0.45 8.17
O 2.00 -1.47 7.35
O 0.66 -0.97 9.30
C 0.24 0.46 7.16
N -0.48 1.36 7.80
C -1.31 2.06 7.04
C -1.41 1.86 5.67
C -0.60 0.88 5.11
N 0.24 0.18 5.87
C -0.60 0.55 3.66
C 0.43 -0.22 3.13
C 0.43 -0.52 1.79
N -0.54 -0.10 0.96
C -1.54 0.63 1.46
C -1.60 0.98 2.80
H -1.92 2.81 7.54
H -2.09 2.46 5.08
H 1.22 -0.58 3.77
H 1.22 -1.11 1.35
H -2.30 0.95 0.77
H -2.44 1.56 3.14
```

⟨S²⟩ = 2.06
HOMO (spin up / spin down) = -11.6 / -11.8 eV
Charge = +1
Multiplicity = 3
E_LUMO (spin up / spin down) = -3.6 / -6.1 eV

These are the Mulliken partial charges, in e, on atoms 1 to 6:
1. Au 0.553
2. C -1.162
3. C -0.510
4. N -0.167
5. C -0.609
6. C -1.259

***

No. 7
Below is a structure of composition C21H21Cl3I2N3O8P2Ru, with properties calculated with ωB97M-V/def2-TZVPD.

XYZ file:
```
61
C21H21Cl3I2N3O8P2Ru, DFT ωB97M-V/def2-TZVPD
Ru 0.32 -0.30 0.25
I 4.86 4.18 4.89
C 3.81 2.67 3.88
C 4.35 1.40 3.78
C 3.64 0.43 3.11
I 4.38 -1.52 2.91
C 2.37 0.67 2.51
O 1.76 -0.32 1.92
C 1.85 1.98 2.66
C 0.54 2.36 2.05
N -0.42 1.25 1.97
C -1.78 1.72 1.78
C -2.57 0.85 0.86
C -3.80 1.29 0.38
C -4.53 0.48 -0.47
C -4.01 -0.75 -0.83
C -2.77 -1.11 -0.33
N -2.07 -0.33 0.50
C 2.58 2.95 3.33
H 5.31 1.17 4.21
H 0.69 2.72 1.03
H 0.12 3.18 2.64
H -0.35 0.66 2.79
H -1.75 2.72 1.35
H -2.31 1.78 2.74
H -4.17 2.27 0.68
H -5.49 0.81 -0.85
H -4.54 -1.41 -1.49
H -2.32 -2.05 -0.61
H 2.16 3.95 3.41
N 0.76 -0.18 -4.17
C 1.15 0.93 -3.21
C 1.59 2.20 -3.92
P 2.50 0.11 -2.18
O 3.83 0.91 -2.56
O 2.55 -1.24 -2.81
O 2.27 0.31 -0.71
P -0.33 1.16 -2.13
O -1.23 2.00 -3.19
O -0.89 -0.23 -1.98
O -0.14 1.95 -0.87
H 1.51 -0.95 -3.91
H 0.74 0.09 -5.14
H -0.14 -0.57 -3.86
H 2.51 2.03 -4.48
H 1.78 2.97 -3.17
H 0.81 2.57 -4.58
H 4.12 1.50 -1.85
H -2.01 2.39 -2.77
Cl -3.44 -6.50 1.57
C -2.32 -5.31 1.01
C -1.84 -4.35 1.89
C -0.96 -3.40 1.42
Cl -0.36 -2.17 2.46
C -0.53 -3.31 0.07
O 0.24 -2.38 -0.38
C -1.06 -4.32 -0.77
Cl -0.62 -4.26 -2.44
C -1.92 -5.30 -0.32
H -2.14 -4.35 2.92
H -2.30 -6.04 -1.01
```

⟨S²⟩ = 0.79
HOMO (spin up / spin down) = -7.5 / -7.5 eV
Charge = 0
Multiplicity = 2
E_LUMO (spin up / spin down) = -1.5 / -1.1 eV

These are the Mulliken partial charges, in e, on atoms 1 to 6:
1. Ru 2.371
2. I 0.032
3. C -0.380
4. C -0.337
5. C -0.328
6. I -0.005

***

No. 8
Below is a structure of composition C21H21CrN14O6Se, with properties calculated with ωB97M-V/def2-TZVPD.

XYZ file:
```
64
C21H21CrN14O6Se, DFT ωB97M-V/def2-TZVPD
Cr 0.70 -0.29 0.13
C 2.12 -2.35 -4.44
C 1.08 -1.81 -5.22
C 0.32 -0.80 -4.72
C 0.52 -0.26 -3.41
N 1.57 -0.83 -2.71
C 2.33 -1.83 -3.20
N -0.25 0.72 -3.00
C -0.45 1.50 -1.94
N 0.03 1.51 -0.64
C -0.59 2.58 0.02
N -0.42 3.13 1.21
C 0.35 2.76 2.22
C 0.40 3.45 3.41
C 1.24 3.04 4.49
C 2.16 2.06 4.37
C 2.34 1.39 3.04
N 1.22 1.63 2.10
C -1.53 3.21 -0.88
C -2.45 4.24 -0.69
C -3.25 4.59 -1.76
C -3.14 3.93 -3.00
C -2.23 2.91 -3.18
C -1.43 2.55 -2.10
H 2.75 -3.16 -4.79
H 0.88 -2.21 -6.21
H -0.47 -0.34 -5.30
H 3.09 -2.19 -2.51
H -0.23 4.33 3.50
H 1.14 3.55 5.44
H 2.82 1.76 5.17
H 3.30 1.63 2.59
H -2.55 4.71 0.28
H -3.99 5.37 -1.64
H -3.79 4.23 -3.81
H -2.14 2.38 -4.12
N 2.87 -0.44 0.83
N 2.94 -0.88 2.20
C 2.06 -0.14 3.02
N 1.90 -0.74 4.26
N 0.72 0.27 2.18
N -0.57 -0.04 2.69
O -0.67 -1.11 3.26
O -1.46 0.74 2.49
H 3.10 -1.27 0.26
H 3.58 0.27 0.69
H 2.65 -1.86 2.17
H 1.49 -1.66 4.19
H 1.36 -0.16 4.89
O 0.73 -4.59 -0.02
Se 1.30 -3.08 -0.45
O 0.87 -2.10 0.92
O 1.87 -0.37 -1.49
O 2.95 -3.13 -0.26
N -2.21 -4.75 0.15
C -3.12 -3.82 -0.04
N -4.44 -4.15 0.06
N -2.91 -2.54 -0.32
C -1.86 -1.80 -0.31
N -1.12 -0.90 -0.37
H -2.52 -5.68 0.38
H -1.13 -4.60 0.15
H -4.73 -5.10 -0.01
H -5.08 -3.42 -0.20
```

⟨S²⟩ = 6.10
HOMO (spin up / spin down) = -2.5 / -4.2 eV
Charge = -1
Multiplicity = 5
E_LUMO (spin up / spin down) = 2.3 / 2.2 eV

These are the Mulliken partial charges, in e, on atoms 1 to 6:
1. Cr 0.263
2. C -0.999
3. C -0.290
4. C -0.864
5. C 0.538
6. N 0.362

***

- The lowest charge belongs to which entry?
  C21H21CrN14O6Se

***

- What is the charge in the eighth record?
  -1

***

Please write out number 5 again, unchanged.
Below is a structure of composition C21H21AsN2OPdS2, with properties calculated with ωB97M-V/def2-TZVPD.

XYZ file:
```
49
C21H21AsN2OPdS2, DFT ωB97M-V/def2-TZVPD
Pd -0.11 0.19 0.17
S 0.84 -2.04 0.75
C 2.22 -1.10 0.48
N 2.17 0.19 0.23
C 3.40 0.75 0.08
C 3.69 2.08 -0.20
C 5.01 2.49 -0.26
C 6.05 1.59 -0.05
C 5.78 0.25 0.19
C 4.47 -0.16 0.25
S 3.85 -1.76 0.56
H 2.88 2.78 -0.37
H 5.24 3.52 -0.47
H 7.07 1.94 -0.08
H 6.57 -0.46 0.34
C -0.04 4.79 -0.56
C -0.71 4.87 -1.78
C -0.98 3.70 -2.46
C -0.61 2.47 -1.92
N -0.01 2.41 -0.71
C 0.29 3.54 -0.08
C -0.84 1.19 -2.59
C -1.06 1.10 -3.97
C -1.25 -0.12 -4.57
C -1.23 -1.29 -3.82
C -1.00 -1.22 -2.45
C -0.82 0.00 -1.83
H 0.23 5.68 -0.01
H -1.01 5.83 -2.17
H -1.49 3.75 -3.41
H 0.83 3.45 0.86
H -1.04 1.99 -4.58
H -1.41 -0.18 -5.64
H -1.37 -2.24 -4.30
H -0.97 -2.14 -1.86
C -2.77 2.43 1.07
As -1.88 1.10 2.20
C -2.92 1.11 3.87
C -0.05 1.53 2.80
O -1.99 -0.36 1.50
H -2.51 3.45 1.33
H -3.84 2.27 1.21
H -2.52 2.22 0.03
H -2.97 2.10 4.31
H -2.45 0.42 4.58
H -3.93 0.74 3.66
H 0.07 2.59 3.02
H 0.66 1.22 2.02
H 0.13 0.95 3.71
```

⟨S²⟩ = 2.01
HOMO (spin up / spin down) = -7.0 / -7.3 eV
Charge = 0
Multiplicity = 3
E_LUMO (spin up / spin down) = 0.2 / 0.0 eV

These are the Mulliken partial charges, in e, on atoms 1 to 6:
1. Pd -0.748
2. S -0.324
3. C 0.543
4. N -0.088
5. C -0.732
6. C -0.072

***

- charge of number 6 (C21H21AuF4N5O3S)?
  +1